Below is 2 unconnected molecules or ions with the total composition C17H22ClF3O4, with properties calculated with ωB97M-V/def2-TZVPD.

Geometry as XYZ:
```
47
Properties=species:S:1:pos:R:3
C 2.67700 1.80485 -0.69578
C 1.23199 1.28520 -0.61741
C 0.87364 0.72893 0.76502
C -0.63916 0.59503 1.10094
C -1.57543 0.85198 -0.04390
C -2.48965 1.83394 -0.11770
C -2.79079 2.84152 0.96726
C -2.06287 4.18491 0.85046
C -2.08486 4.79451 -0.54094
Cl -0.35339 4.03861 1.40620
C -3.39646 1.90949 -1.30959
O -4.36026 2.64004 -1.32435
C -3.11708 1.04530 -2.48486
C -2.22273 0.07532 -2.41065
C -1.47572 -0.15728 -1.15250
O -0.77953 -1.13809 -1.02642
H 3.28039 1.22180 -1.39255
H 2.70991 2.84369 -1.02859
H 3.16663 1.76372 0.28014
H 0.53818 2.08918 -0.87247
H 1.09760 0.49488 -1.36038
H 1.32620 1.37197 1.52376
H 1.34257 -0.25300 0.87086
H -0.82638 -0.43094 1.42919
H -0.89051 1.24994 1.93178
H -3.85695 3.07463 0.90379
H -2.60829 2.41601 1.95326
H -2.51673 4.87350 1.56196
H -1.79342 5.84398 -0.50514
H -1.38972 4.27433 -1.20339
H -3.09275 4.72612 -0.95542
H -3.70869 1.23350 -3.37231
H -2.01335 -0.60068 -3.23096
C 0.46946 -3.48867 0.68545
C 1.30965 -4.19797 1.72035
O 2.20158 -5.15663 1.09732
C 3.31878 -4.66328 0.59179
O 3.68934 -3.52672 0.60385
C 4.16610 -5.80788 -0.01577
F 3.42449 -6.62177 -0.77240
F 4.71074 -6.53666 0.96997
F 5.14651 -5.31525 -0.76328
H -0.09697 -4.20570 0.09128
H -0.23656 -2.81926 1.17718
H 1.08421 -2.88973 0.01577
H 0.70456 -4.79796 2.39575
H 1.90872 -3.49944 2.30341
```

Calculated values
Energy: -46850.81448 eV
Lowest unoccupied orbital energy: -1.4 eV
Multiplicity: 1
E_HOMO: -10.14 eV
Structure (SMILES): CCCCC1=C(C[C@H](C)Cl)C(=O)C=CC1=O.CCOC(=O)C(F)(F)F
Max |F|: 0.4 eV/A



Below is a molecular structure, C25H32BF3O2S2 in a non-equilibrium geometry, with properties calculated with ωB97M-V/def2-TZVPD.

Geometry as XYZ:
```
65
Properties=species:S:1:pos:R:3
C 3.88949 -1.65811 1.73558
C 3.14271 -0.37942 2.03812
C 3.41476 -0.04212 3.50573
C 3.36312 0.87042 1.01888
C 4.31249 1.96104 1.51249
C 3.77534 0.41823 -0.36094
O 2.06101 1.48948 0.99952
B 1.26073 0.63576 1.74112
C 0.00093 1.07660 2.49076
C -0.77756 0.12917 3.18847
C -1.79198 0.57492 4.03416
C -2.04645 1.94003 4.11045
C -3.01714 2.44178 5.14432
F -2.57244 3.63329 5.66824
F -4.24971 2.64666 4.59312
F -3.15117 1.55445 6.18774
C -1.39773 2.86306 3.29934
C -0.38222 2.42161 2.46532
C -1.10939 -0.29706 -1.95932
C -1.75929 0.36791 -0.70747
C -0.23152 -1.44444 -1.70129
C 0.91518 -1.69674 -2.53639
C 1.63641 -2.88399 -2.41420
C 1.26425 -3.84173 -1.45050
C 0.21487 -3.56422 -0.57398
C -0.49517 -2.37078 -0.66452
O 1.73991 -0.65917 1.89156
H 4.96117 -1.46810 1.88507
H 3.55002 -2.40671 2.46312
H 3.70418 -2.05413 0.72660
H 4.49792 -0.02724 3.68027
H 2.96556 0.90820 3.81813
H 2.96908 -0.85050 4.09472
H 5.32102 1.56309 1.69666
H 4.37109 2.72897 0.72811
H 3.91741 2.44416 2.42267
H 4.79115 0.02555 -0.29941
H 3.11297 -0.34921 -0.75610
H 3.79579 1.26886 -1.04089
H -0.60220 -0.94837 3.09633
H -2.32994 -0.11888 4.68251
H -1.63903 3.91989 3.38010
H 0.12300 3.12022 1.80244
H -0.53967 0.47167 -2.53865
H -1.44061 1.43880 -0.77066
H -2.86260 0.28926 -0.75850
H -1.36483 0.01718 0.28224
H 1.18250 -0.97429 -3.32384
H 2.48084 -3.11801 -3.07747
H 1.78476 -4.80993 -1.37941
H -0.08585 -4.28707 0.18506
H -1.32774 -2.15479 0.00083
C -4.54642 -0.51529 -5.63333
C -3.36009 0.28327 -6.10246
S -1.74912 -0.23710 -5.31514
C -2.15196 0.06334 -3.69193
S -3.39776 -0.88750 -3.07146
C -4.81215 -0.33521 -4.15177
H -5.41655 -0.11902 -6.15100
H -4.41915 -1.56714 -5.87816
H -3.16513 0.14561 -7.16727
H -3.50492 1.35876 -5.90950
H -2.13575 1.17894 -3.44126
H -5.00540 0.72552 -3.92838
H -5.68107 -0.90947 -3.81460
```

Calculated values
Energy: -61039.10571 eV
Lowest unoccupied orbital energy: 0.2 eV
Energy relative to the best compared isomer or geometry (same formula, charge and spin): 0.00 kJ/mol
Multiplicity: 1
E_HOMO: -7.97 eV
Max |F|: 4.5 eV/A



Below is C5H11NO in the gas phase in a non-equilibrium geometry, with properties calculated with ωB97M-V/def2-TZVPD.

Geometry as XYZ:
```
18
Properties=species:S:1:pos:R:3
C -0.70420 1.19650 1.42607
C 0.16851 -0.00118 1.13379
C 1.48372 0.22966 0.42381
N 1.17545 -0.84011 -0.56228
O 1.53019 -0.77097 -1.92881
C -0.20574 -1.00050 -0.19346
C -1.22879 -0.56862 -1.22290
H -0.23158 1.83766 2.17170
H -0.86652 1.79366 0.52915
H -1.66507 0.88331 1.83058
H 0.27388 -0.64270 2.00655
H 2.39893 -0.00028 0.96911
H 1.56707 1.20745 -0.06564
H 1.21091 0.07357 -2.29228
H -0.43631 -1.98511 0.21234
H -2.22090 -0.57258 -0.77660
H -1.22991 -1.27008 -2.05780
H -1.01967 0.43031 -1.60331
```

Calculated values
Energy: -8898.25137 eV
Lowest unoccupied orbital energy: 0.9 eV
Energy relative to the best compared isomer or geometry (same formula, charge and spin): 332.49 kJ/mol
Multiplicity: 1
E_HOMO: -8.33 eV
Structure (SMILES): C[C@@H]1CN(O)[C@@H]1C
Max |F|: 2.4 eV/A



Below is C5H10O in the gas phase, with properties calculated with ωB97M-V/def2-TZVPD.

Geometry as XYZ:
```
16
Properties=species:S:1:pos:R:3
C -1.67996 0.07528 -1.13337
C -0.67786 -0.81680 -0.43383
C 0.75060 -0.41002 -0.43036
C 1.37860 0.43597 1.44048
O 1.38753 1.75558 1.08585
C -0.22581 -0.41338 0.96781
H -1.66000 -0.06888 -2.22042
H -1.45856 1.12981 -0.93272
H -2.70104 -0.12175 -0.78619
H -0.85228 -1.88286 -0.58140
H 0.99576 0.52110 -0.93865
H 1.48396 -1.20541 -0.53739
H 2.28308 -0.08161 1.09389
H 1.99237 1.94478 0.34855
H -0.16576 -1.24396 1.66495
H -0.80791 0.42679 1.34073
```

Calculated values
Energy: -7389.24368 eV
Lowest unoccupied orbital energy: 0.9 eV
Energy relative to the best compared isomer or geometry (same formula, charge and spin): 532.76 kJ/mol
Multiplicity: 1
E_HOMO: -6.90 eV
Max |F|: 0.4 eV/A



Number 3 is which compound?
C5H11NO